This record from the Open Molecules 2025 dataset describes a structure of composition C15H19CoN7O7. The level of theory is ωB97M-V/def2-TZVPD.

Each line ends with the Löwdin spin population.
Cartesian coordinates (Å):
Co -0.5770 0.4677 0.6732  0.956
N -0.1570 3.9426 0.4976  0.000
C 1.0993 3.3971 -0.0283  0.000
C 1.8038 2.3783 0.8699  0.001
O 2.9511 2.6633 1.2778  0.004
N 1.1239 1.2848 1.2038  -0.006
C 1.7524 0.4756 2.2373  0.002
C 0.7150 -0.3921 2.9316  0.002
O 1.0132 -1.0289 3.9453  -0.001
O -0.4305 -0.4405 2.3523  -0.006
H 0.0366 4.3620 1.4012  0.000
H -0.8165 3.1901 0.6967  0.000
H 0.9047 2.9678 -1.0109  0.000
H 1.8052 4.2169 -0.1672  0.000
H 2.5278 -0.1865 1.8288  0.000
H 2.2528 1.0972 2.9834  0.000
O -4.2822 1.8149 -0.0197  0.004
C -3.3090 1.2038 0.4315  0.003
O -2.2918 1.7143 1.0039  0.038
C -3.2248 -0.3509 0.2158  0.000
O -4.2295 -1.0307 0.0695  0.000
O -2.0106 -0.7914 0.1582  -0.001
N -2.6728 2.9574 -3.5387  0.000
C -1.7200 2.0525 -3.0989  0.000
C -1.4812 1.9283 -1.7221  -0.002
N -0.6341 1.0309 -1.2569  -0.003
C 0.0428 0.2875 -2.1515  0.002
C -0.1687 0.4666 -3.4973  0.000
N -1.0593 1.3366 -3.9933  -0.001
H -3.4011 3.1305 -2.8598  0.000
H -3.0280 2.7297 -4.4541  0.000
H -2.0136 2.5389 -1.0080  0.000
H 0.7114 -0.4722 -1.7670  0.002
H 0.3791 -0.1307 -4.2164  0.000
C -0.5264 -3.6695 2.4083  0.000
C 0.3877 -3.3949 1.2648  0.000
C 1.7316 -3.6745 1.0798  0.000
C 2.0579 -3.0825 -0.1576  0.000
N 0.9997 -2.4984 -0.6898  0.002
N -0.0067 -2.7110 0.1761  0.003
C 3.3763 -3.0539 -0.8618  0.000
H -0.2063 -4.5686 2.9364  0.000
H -1.5514 -3.8021 2.0597  0.000
H -0.5044 -2.8241 3.0979  0.000
H 2.3832 -4.1873 1.7681  0.000
H -0.9018 -2.2188 0.0683  0.001
H 4.1744 -2.7452 -0.1843  0.000
H 3.3345 -2.3452 -1.6885  0.000
H 3.6405 -4.0357 -1.2649  0.000

Its spin multiplicity is 2. The energy above the lowest of the compared OMol25 structures with the same formula, charge and spin comes out at 0.0000 eV. The calculation puts the calculated total energy at -78258.7496 eV. The highest occupied orbital energy (spin up / spin down) is -2.19 / -2.21 eV. Its net charge is -2. The gap between HOMO and LUMO (spin up / spin down) is 0.26331 / 0.26396 Ha. The molar mass is 468.29 g/mol. As for the expectation value of S²: 0.7910.